# 1
Molecular formula: C8H15N2O
Method: DFT, wB97M-V/def2-TZVPD

Results
E_HOMO (alpha / beta) = -8.652 / -13.620 eV
max |F| = 9.6 eV Å⁻¹
Kohn-Sham gap (alpha / beta) = 5.64 / 6.23 eV
energy above the lowest of the compared OMol25 structures with the same formula, charge and spin = 64.9 kcal per mole
spin multiplicity = 3
charge = +1

Last column: Mulliken spin population.
CARTESIAN COORDINATES (ANGSTROEM)
C -2.65 0.41 0.36  0.262
C -2.40 -0.90 0.30  0.482
C -0.51 0.11 -0.04  0.845
C 1.34 -0.02 -1.84  0.034
C -1.17 2.46 -0.06  0.004
C -0.25 -2.28 -0.05  0.022
C 2.24 -0.16 1.64  0.018
C 1.27 0.28 -0.41  0.031
N -1.44 1.05 0.03  0.054
N -1.01 -1.10 0.01  0.241
O 2.06 -0.52 0.30  -0.013
H -3.46 1.01 0.68  -0.003
H -3.01 -1.73 0.47  0.031
H 1.68 -1.03 -2.02  -0.004
H 2.05 0.63 -2.32  -0.004
H 0.35 0.18 -2.31  -0.006
H -1.94 3.05 0.44  0.001
H -0.29 2.58 0.42  0.000
H -1.10 2.65 -1.16  0.012
H 0.65 -2.21 -0.50  0.004
H -0.10 -2.52 1.04  -0.003
H -0.90 -2.99 -0.60  0.008
H 1.27 -0.40 2.17  -0.012
H 2.60 0.94 1.56  -0.002
H 3.25 -0.76 1.94  0.003
H 1.46 1.27 -0.06  -0.005

***

# 2
Molecular formula: C37H37N6ReSSb2
Method: DFT, wB97M-V/def2-TZVPD

Results
E_HOMO (alpha / beta) = -15.879 / -15.478 eV
max |F| = 0.7 eV Å⁻¹
Kohn-Sham gap (alpha / beta) = 6.34 / 5.99 eV
energy above the lowest of the compared OMol25 structures with the same formula, charge and spin = 33.3 kcal per mole
spin multiplicity = 2
charge = +3

Last column: Mulliken spin population.
CARTESIAN COORDINATES (ANGSTROEM)
Re -1.44 0.34 2.23  1.178
N -0.27 4.52 2.11  -0.002
C -0.71 3.30 2.44  0.001
S -1.52 2.34 1.15  -0.046
N -0.57 2.85 3.64  0.011
N -1.16 1.60 3.79  -0.034
C -1.72 1.34 4.92  0.028
C -2.55 0.15 4.95  0.032
C -3.25 -0.28 6.06  0.004
C -4.09 -1.38 5.95  0.009
C -4.21 -2.01 4.72  0.002
C -3.47 -1.54 3.65  0.017
N -2.66 -0.48 3.75  0.010
H -0.45 4.90 1.20  0.001
H 0.10 5.12 2.83  0.000
H -1.68 2.06 5.73  -0.003
H -3.15 0.26 7.00  0.000
H -4.66 -1.72 6.80  0.000
H -4.86 -2.86 4.59  0.000
H -3.53 -2.01 2.68  -0.004
C -2.44 -0.50 -0.47  -0.106
C -2.77 -0.28 -1.95  0.013
C -2.36 1.07 -2.55  -0.003
Sb -0.24 1.05 -2.63  -0.017
C 0.29 -0.11 -4.29  -0.002
C 0.97 -1.31 -4.11  0.002
C 1.30 -2.07 -5.23  -0.001
C 0.94 -1.63 -6.50  0.000
C 0.26 -0.43 -6.66  0.000
C -0.08 0.34 -5.56  0.000
C 0.77 2.88 -2.61  -0.001
C 1.00 3.55 -1.42  0.001
C 1.73 4.72 -1.43  0.001
C 2.24 5.22 -2.63  -0.001
C 2.03 4.53 -3.81  0.001
C 1.30 3.35 -3.81  0.001
Sb -0.13 -0.38 -0.25  -0.087
C 1.76 0.46 0.30  -0.121
C 2.00 1.07 1.52  0.048
C 3.24 1.65 1.77  0.011
C 4.23 1.61 0.80  0.005
C 3.99 1.00 -0.43  -0.004
C 2.75 0.43 -0.68  0.000
C 0.34 -2.38 -0.66  0.004
C 1.58 -2.86 -0.24  0.000
C 1.93 -4.18 -0.49  0.001
C 1.04 -5.01 -1.16  0.000
C -0.19 -4.53 -1.58  0.000
C -0.55 -3.21 -1.33  0.002
H -2.69 -1.51 -0.15  -0.016
H -2.96 0.23 0.15  0.011
H -3.86 -0.38 -2.03  -0.012
H -2.35 -1.08 -2.56  0.000
H -2.71 1.93 -1.98  0.000
H -2.73 1.16 -3.57  0.000
H 1.26 -1.66 -3.13  0.000
H 1.83 -3.00 -5.11  0.000
H 1.20 -2.23 -7.36  0.000
H -0.02 -0.10 -7.65  0.000
H -0.62 1.26 -5.70  0.000
H 0.63 3.16 -0.48  -0.002
H 1.93 5.25 -0.50  0.000
H 2.81 6.13 -2.63  0.000
H 2.43 4.91 -4.74  0.000
H 1.16 2.81 -4.74  0.000
H 1.24 1.12 2.29  0.035
H 3.43 2.13 2.72  0.001
H 5.20 2.06 0.99  0.001
H 4.76 0.97 -1.18  -0.001
H 2.57 -0.05 -1.64  0.000
H 2.28 -2.21 0.28  -0.001
H 2.89 -4.56 -0.17  0.000
H 1.31 -6.04 -1.36  0.000
H -0.88 -5.18 -2.11  0.000
H -1.51 -2.86 -1.67  -0.001
N 0.39 -1.43 4.04  0.006
C 0.80 -2.67 4.37  0.007
C 0.30 -3.53 3.42  0.004
C -0.39 -2.72 2.52  0.000
N -0.33 -1.44 2.89  0.020
H 0.62 -0.56 4.49  0.004
H 1.41 -2.84 5.24  0.000
H 0.43 -4.60 3.38  0.001
H -0.92 -3.00 1.63  -0.003

***

# 3
Molecular formula: C26H21MnN6OS
Method: DFT, wB97M-V/def2-TZVPD

Results
E_HOMO (alpha / beta) = -10.322 / -10.426 eV
max |F| = 1.4 eV Å⁻¹
Kohn-Sham gap (alpha / beta) = 6.79 / 6.87 eV
spin multiplicity = 6
charge = +1

Last column: Mulliken spin population.
CARTESIAN COORDINATES (ANGSTROEM)
Mn 0.44 0.41 0.31  4.746
C 4.64 0.54 1.50  -0.004
C 3.15 0.51 1.40  0.033
N 2.49 0.51 0.30  0.052
N 3.07 0.55 -0.94  -0.013
C 2.11 0.44 -1.87  -0.001
O 0.86 0.30 -1.61  0.052
C 2.49 0.48 -3.30  -0.003
C 3.83 0.54 -3.67  -0.005
C 4.18 0.58 -5.01  0.001
C 3.20 0.56 -5.98  0.000
C 1.86 0.50 -5.62  0.000
C 1.50 0.45 -4.28  0.003
C 2.27 0.47 2.63  0.019
C 2.78 0.48 3.92  -0.001
C 1.90 0.44 5.00  0.006
C 0.54 0.39 4.76  0.006
C 0.09 0.38 3.44  0.035
N 0.93 0.42 2.41  0.012
H 5.07 0.56 0.50  0.001
H 5.01 -0.35 2.03  0.004
H 4.97 1.42 2.05  0.003
H 4.59 0.55 -2.90  -0.003
H 5.23 0.62 -5.29  0.000
H 3.47 0.59 -7.03  0.000
H 1.09 0.48 -6.39  0.000
H 0.46 0.40 -3.99  0.005
H 3.85 0.51 4.08  0.001
H 2.28 0.44 6.01  0.000
H -0.17 0.36 5.57  0.000
H -0.96 0.33 3.20  -0.006
N -3.29 -0.81 -0.30  0.010
C -3.63 -2.18 -0.21  0.000
C -4.95 -2.59 -0.15  0.000
C -5.24 -3.94 -0.07  0.000
C -4.22 -4.87 -0.03  0.001
C -2.90 -4.45 -0.08  0.001
C -2.61 -3.10 -0.20  0.005
S -0.98 -2.53 -0.48  0.017
N -1.06 -0.99 0.32  0.045
C -2.12 -0.28 0.14  -0.049
C -2.14 1.19 0.52  -0.020
C -3.28 1.75 1.06  0.004
C -3.30 3.09 1.43  0.008
C -2.19 3.83 1.24  -0.008
C -1.07 3.20 0.72  0.013
N -1.02 1.92 0.37  0.041
H -4.04 -0.16 -0.51  -0.001
H -5.74 -1.85 -0.16  0.000
H -6.28 -4.26 -0.02  0.000
H -4.44 -5.93 0.05  0.000
H -2.09 -5.17 -0.06  0.000
H -4.14 1.12 1.25  -0.001
H -4.18 3.53 1.88  0.001
H -2.16 4.88 1.49  -0.001
H -0.15 3.75 0.57  -0.007

***

# 4
Molecular formula: C41H113AgN10O11
Method: DFT, wB97M-V/def2-TZVPD

Results
E_HOMO = -7.422 eV
max |F| = 3.4 eV Å⁻¹
Kohn-Sham gap = 8.11 eV
energy above the lowest of the compared OMol25 structures with the same formula, charge and spin = 6.3 kcal per mole

Last column: Mulliken charge in e.
CARTESIAN COORDINATES (ANGSTROEM)
Ag -0.17 -0.11 0.97  1.059
C 0.34 0.69 -2.07  -0.597
O -0.65 0.97 -1.10  -0.683
H 1.00 1.58 -2.33  0.036
H 1.00 0.00 -1.72  -0.104
H -0.05 0.37 -3.02  0.344
C 0.07 -3.14 3.30  -0.444
C -1.27 -2.63 2.95  0.850
C -1.60 -1.40 3.71  0.033
O -1.79 -1.64 5.11  -0.457
C -3.02 -2.29 5.39  -0.942
N -1.20 -2.27 1.50  1.913
H 0.88 -2.57 2.84  -0.348
H 0.24 -4.13 2.84  -0.348
H 0.35 -3.25 4.35  0.591
H -2.06 -3.35 3.09  0.443
H -2.50 -0.85 3.25  0.404
H -0.76 -0.71 3.74  -1.012
H -3.74 -1.85 4.69  0.424
H -3.41 -1.96 6.36  0.304
H -3.02 -3.40 5.32  0.248
H -2.15 -2.21 1.17  -0.028
H -0.70 -2.92 0.91  -1.326
C -4.52 -2.76 -2.28  -1.313
C -3.34 -1.82 -2.37  0.759
C -3.38 -0.88 -3.53  0.210
O -3.31 -1.50 -4.81  -0.480
C -2.73 -0.72 -5.85  -0.369
N -3.05 -1.03 -1.14  0.044
H -4.36 -3.65 -1.66  0.156
H -4.63 -3.25 -3.29  0.343
H -5.45 -2.22 -2.00  0.281
H -2.41 -2.41 -2.46  -0.110
H -2.45 -0.29 -3.37  0.201
H -4.33 -0.24 -3.45  0.020
H -2.55 -1.33 -6.78  0.259
H -1.75 -0.45 -5.45  0.065
H -3.40 0.11 -6.24  0.197
H -3.83 -0.46 -0.76  0.034
H -2.32 -0.35 -1.37  -0.369
C 0.10 5.45 1.81  -1.374
C -0.60 4.26 1.10  1.650
C -1.91 4.71 0.36  -0.706
O -2.93 4.91 1.32  -0.091
C -4.01 5.70 1.03  -0.798
N 0.39 3.52 0.29  -0.049
H 0.52 6.16 1.14  0.438
H 0.92 5.04 2.46  0.253
H -0.59 6.00 2.52  0.172
H -1.08 3.56 1.82  -0.729
H -2.17 3.85 -0.28  -0.056
H -1.80 5.57 -0.28  0.628
H -3.69 6.61 0.54  0.378
H -4.47 5.88 1.99  0.219
H -4.74 5.20 0.35  0.172
H 0.72 4.08 -0.54  0.395
H 0.01 2.70 -0.15  -0.491
C 0.04 -6.68 1.07  -1.149
C -1.41 -6.10 0.72  0.293
C -2.27 -5.84 1.94  -0.308
O -3.47 -5.29 1.62  -0.210
C -4.47 -6.21 1.28  -0.840
N -1.32 -4.85 -0.10  -0.209
H 0.16 -7.77 1.11  0.405
H 0.24 -6.32 2.09  0.289
H 0.68 -6.20 0.31  0.098
H -1.94 -6.87 0.15  0.467
H -1.68 -5.14 2.52  -0.174
H -2.39 -6.75 2.55  0.413
H -4.35 -6.72 0.38  0.338
H -5.35 -5.57 1.04  0.269
H -4.65 -6.87 2.17  0.318
H -2.26 -4.58 -0.39  -0.058
H -0.82 -5.01 -0.93  0.247
C 4.96 5.16 -3.36  -1.325
C 5.96 5.07 -2.16  0.577
C 7.00 3.98 -2.42  -0.696
O 6.38 2.77 -2.30  -0.043
C 7.31 1.72 -2.44  -0.876
N 6.54 6.38 -1.95  -0.666
H 4.22 4.40 -3.27  0.226
H 5.52 4.98 -4.31  0.317
H 4.48 6.15 -3.39  0.423
H 5.47 4.83 -1.24  0.230
H 7.77 3.95 -1.60  0.275
H 7.49 4.10 -3.44  0.257
H 7.93 1.74 -3.35  0.358
H 6.77 0.76 -2.53  0.128
H 7.96 1.77 -1.58  0.415
H 6.97 6.84 -2.72  0.199
H 7.13 6.40 -1.12  0.220
C 2.96 -0.08 3.00  -1.277
C 2.54 1.25 2.43  0.257
C 3.17 1.44 1.06  -1.395
O 2.90 0.37 0.17  0.778
C 3.82 0.37 -0.88  -1.069
N 1.07 1.31 2.32  -0.192
H 3.93 -0.08 3.47  0.493
H 2.90 -0.90 2.27  -0.322
H 2.22 -0.38 3.77  0.264
H 2.94 2.10 2.91  0.576
H 4.25 1.64 1.14  0.531
H 2.71 2.32 0.64  0.527
H 3.52 -0.41 -1.59  -0.213
H 4.81 0.02 -0.50  0.316
H 3.90 1.36 -1.26  0.524
H 0.67 2.11 1.87  0.153
H 0.60 1.19 3.24  -0.411
C -2.94 1.69 5.57  -1.591
C -1.57 1.80 4.89  1.613
C -1.28 3.27 4.71  -0.945
O -1.18 3.94 5.96  -0.461
C -0.52 5.25 5.91  -0.756
N -0.50 1.12 5.56  -0.500
H -3.68 2.23 5.06  0.432
H -2.88 2.13 6.58  0.361
H -3.25 0.62 5.78  0.195
H -1.73 1.46 3.88  -0.518
H -2.00 3.73 4.06  0.437
H -0.30 3.40 4.23  0.348
H -0.87 5.90 5.09  0.239
H 0.54 5.18 5.84  0.316
H -0.74 5.70 6.87  0.320
H -0.29 1.67 6.35  0.361
H -1.00 0.26 5.90  0.207
C -6.34 2.10 0.08  -1.766
C -5.09 1.64 -0.56  0.873
C -4.62 2.43 -1.77  -0.092
O -5.62 2.38 -2.73  -0.399
C -5.27 2.57 -4.04  -0.512
N -3.99 1.52 0.41  -0.263
H -6.57 1.48 0.97  0.448
H -7.22 2.06 -0.61  0.348
H -6.18 3.09 0.51  0.289
H -5.20 0.65 -0.94  -0.094
H -3.76 1.91 -2.09  0.394
H -4.28 3.44 -1.46  0.239
H -4.44 3.32 -4.16  0.266
H -6.16 2.96 -4.58  0.258
H -4.97 1.57 -4.41  0.117
H -4.12 2.15 1.17  0.270
H -3.11 1.85 -0.02  -0.242
C 1.66 -3.03 0.14  2.658
C 2.90 -3.78 -0.38  0.186
C 3.50 -4.58 0.76  -0.860
O 3.87 -3.72 1.89  -0.359
C 4.93 -2.85 1.57  -0.431
N 2.56 -4.80 -1.46  -0.529
H 0.88 -3.68 0.60  -1.445
H 1.29 -2.49 -0.73  -0.069
H 1.87 -2.28 0.92  -1.216
H 3.60 -3.03 -0.68  0.220
H 4.40 -5.13 0.56  0.636
H 2.72 -5.34 1.09  -0.045
H 5.34 -2.48 2.50  0.309
H 4.51 -1.95 1.10  -0.079
H 5.73 -3.31 1.00  0.316
H 3.36 -5.45 -1.50  0.306
H 2.40 -4.40 -2.35  0.246
C 3.59 -1.67 -5.99  -1.561
C 2.66 -1.05 -4.98  0.304
C 2.49 -2.04 -3.78  0.127
O 1.90 -3.24 -4.14  -0.524
C 0.58 -3.15 -4.51  -0.872
N 3.22 0.16 -4.47  -0.339
H 3.18 -2.62 -6.39  0.261
H 4.56 -1.73 -5.51  0.310
H 3.68 -1.03 -6.86  0.504
H 1.70 -0.89 -5.47  0.172
H 1.79 -1.46 -3.06  -0.040
H 3.53 -2.17 -3.39  0.340
H -0.03 -2.37 -4.02  0.270
H 0.12 -4.12 -4.27  0.382
H 0.44 -3.00 -5.56  0.350
H 3.42 0.84 -5.18  0.298
H 2.64 0.60 -3.75  -0.060

***

# 5
Molecular formula: CH5N3O
Method: DFT, wB97M-V/def2-TZVPD

Results
E_HOMO = -8.945 eV
max |F| = 5.6 eV Å⁻¹
Kohn-Sham gap = 9.48 eV
energy above the lowest of the compared OMol25 structures with the same formula, charge and spin = 45.0 kcal per mole

Last column: Mulliken charge in e.
CARTESIAN COORDINATES (ANGSTROEM)
H 0.85 2.06 0.01  0.217
N 0.09 1.32 0.00  -0.669
C 0.48 0.09 0.02  0.383
N 1.74 -0.43 -0.15  -0.552
N -0.57 -0.77 -0.07  -0.179
O -1.82 -0.15 -0.01  -0.439
H 2.31 0.00 0.77  0.312
H 1.82 -1.45 0.01  0.280
H -0.58 -1.60 0.56  0.235
H -1.51 0.76 0.11  0.411

***

# 6
Molecular formula: C3H9NO3
Method: DFT, wB97M-V/def2-TZVPD

Results
E_HOMO = -10.035 eV
max |F| = 6.7 eV Å⁻¹
Kohn-Sham gap = 10.55 eV
energy above the lowest of the compared OMol25 structures with the same formula, charge and spin = 37.3 kcal per mole

Last column: Mulliken charge in e.
CARTESIAN COORDINATES (ANGSTROEM)
C 0.06 -0.65 -1.85  -1.224
C -0.77 -0.64 -0.50  0.356
N -0.23 -1.49 0.59  -0.625
C -0.92 0.86 -0.07  0.496
O -1.28 1.68 -0.90  -0.517
O -0.89 1.01 1.30  -0.462
H -0.32 0.07 -2.59  0.330
H 1.04 -0.28 -1.56  0.332
H 0.15 -1.67 -2.25  0.332
H -1.81 -0.97 -0.78  0.221
H 0.12 -2.34 0.24  0.273
H 0.63 -1.05 0.99  0.236
H -1.54 0.55 1.67  0.265
O 2.08 1.83 1.64  -0.641
H 2.54 1.24 2.25  0.306
H 1.14 1.85 1.83  0.325